Formula: C28H64N14O10P
Source: OMol25
Level of theory: ωB97M-V/def2-TZVPD

```
117
Properties=species:S:1:pos:R:3:forces:R:3:lowdin_charge:R:1
C 5.6479 -0.3355 -1.4993 -0.3098 -0.2824 -0.0303 -0.226
P 4.5849 0.0452 -0.0764 0.3158 0.9207 0.1240 0.881
O 5.5356 -0.4822 1.1554 -0.5410 -0.3827 -0.0836 -0.288
N 3.3744 -1.2190 -0.2597 0.2344 -0.0875 -0.0748 -0.034
C 2.1124 -1.1755 0.1556 0.2519 -0.1233 -0.2625 -0.349
N 1.2497 -2.1894 0.0226 -0.1508 -0.0760 0.0684 0.213
C 0.1014 -1.7947 0.5554 0.1243 -0.3562 -0.2074 -0.366
N -1.0260 -2.5802 0.6288 0.0849 0.8088 0.7798 0.188
N 0.1849 -0.5434 1.0126 -0.7338 -0.2066 0.0727 0.221
N 1.4735 -0.1421 0.7589 -0.2393 0.1600 0.0832 -0.016
O 1.8343 1.1363 1.0945 -0.2151 -0.0480 0.0541 0.088
C 2.4668 1.1565 2.2608 0.6361 0.0875 -0.3347 -0.291
N 3.1694 1.2203 3.1680 -0.3722 -0.0572 0.1504 0.230
H 6.6702 -0.1940 -1.1517 0.0355 0.0531 -0.0575 0.053
H 5.4417 0.3396 -2.3299 0.0547 0.0099 -0.0390 0.013
H 5.5331 -1.3586 -1.8634 0.1106 -0.0447 0.0778 0.057
H 5.1905 -1.2759 1.5850 0.3029 -0.0794 0.0052 0.043
H 3.6181 -2.0957 -0.7188 -0.0557 -0.1421 0.2271 0.123
H -0.8411 -3.3724 1.2400 -0.0423 -0.3072 -0.4462 0.129
H -1.7940 -2.0527 1.0480 -0.1083 -0.1236 -0.0915 0.106
H -0.5515 0.0007 1.4579 0.2403 0.2731 0.1139 0.180
C -5.9017 -3.2286 -2.2136 -0.0037 -0.0471 0.0563 0.002
C -4.8045 -3.6299 -1.2577 0.0372 -0.0373 0.0357 -0.536
O -5.0076 -4.3344 -0.2804 -0.0998 0.0687 -0.0446 0.027
N -3.5491 -3.1753 -1.5169 -0.0915 0.0708 -0.0240 0.002
C -3.0992 -2.3358 -2.6081 0.1504 -0.1242 0.1786 -0.078
H -6.8349 -3.6683 -1.8775 0.0117 -0.0236 0.0106 0.072
H -6.0153 -2.1445 -2.2431 0.0090 0.0000 -0.0592 0.090
H -5.6906 -3.5905 -3.2202 -0.0018 0.0590 -0.0234 0.090
H -2.8694 -3.4826 -0.8399 0.0784 -0.0154 -0.0842 0.102
H -2.3397 -2.8519 -3.1976 -0.0369 0.0270 -0.0742 0.085
H -2.6617 -1.4113 -2.2235 -0.0490 0.0517 -0.0628 0.074
H -3.9276 -2.0791 -3.2594 -0.0091 0.0064 -0.0018 0.074
C -3.0729 2.2533 3.0851 0.0218 -0.0693 -0.1111 -0.006
C -2.8134 0.8325 3.5228 -0.1089 0.0536 0.1419 -0.554
O -2.8040 -0.1002 2.7115 0.5765 -0.1050 -0.3342 -0.027
N -2.6033 0.6094 4.8303 0.0326 0.0856 -0.1482 0.023
C -2.5820 1.5764 5.9231 0.0329 -0.2773 -0.0754 -0.060
H -3.2297 2.2602 2.0105 -0.0130 -0.0361 0.0026 0.082
H -3.9634 2.6505 3.5712 0.0372 0.0488 0.0341 0.093
H -2.2260 2.8966 3.3268 -0.0500 0.0441 0.0582 0.088
H -2.4490 -0.3615 5.0560 -0.0298 0.0009 0.0337 0.142
H -1.6156 1.5550 6.4225 -0.0260 0.0795 0.0564 0.089
H -3.3472 1.3352 6.6557 -0.0148 0.0747 0.0206 0.069
H -2.7616 2.5785 5.5516 -0.0045 0.0102 0.0095 0.080
C 3.0922 1.8083 -6.0952 0.0366 -0.1346 0.0259 -0.001
C 3.6560 1.2133 -4.8321 0.0704 0.0002 -0.0049 -0.548
O 4.7467 0.6596 -4.7913 -0.0013 0.0208 0.0030 0.022
N 2.9177 1.3227 -3.6954 -0.0684 -0.0513 -0.1406 0.013
C 1.6238 1.9490 -3.4947 0.2034 -0.1104 0.2935 -0.071
H 3.8040 1.6592 -6.8980 0.0368 0.0384 0.0188 0.060
H 2.1474 1.3299 -6.3587 -0.0436 0.0729 0.0286 0.090
H 2.9294 2.8804 -5.9817 -0.0574 -0.0003 -0.0403 0.087
H 3.3792 0.9106 -2.9019 -0.0753 0.0811 0.1239 0.096
H 1.7337 2.7400 -2.7539 -0.1486 0.1165 -0.0683 0.052
H 0.9021 1.2141 -3.1258 -0.0719 0.0093 -0.1206 0.074
H 1.2526 2.3665 -4.4248 0.0130 -0.0044 -0.0167 0.078
C -4.2193 3.5220 10.4153 0.0403 0.0341 -0.0451 -0.007
C -3.6531 2.4012 9.5771 0.0376 0.0809 0.0523 -0.543
O -2.7636 2.5947 8.7604 -0.0494 -0.0809 -0.0082 0.017
N -4.1686 1.1586 9.7654 -0.0408 0.0799 -0.0127 0.007
C -5.2182 0.7508 10.6812 0.1231 -0.1369 -0.1358 -0.071
H -3.7047 4.4393 10.1477 0.0253 -0.0219 -0.0275 0.084
H -5.2863 3.6474 10.2286 -0.0138 -0.0120 0.0667 0.087
H -4.0665 3.3282 11.4772 -0.0654 0.0003 0.0105 0.088
H -3.7448 0.4511 9.1869 0.0215 -0.0219 0.0414 0.133
H -4.8405 0.0067 11.3836 -0.0382 0.0326 0.0575 0.086
H -6.0527 0.3132 10.1318 -0.0494 0.0353 0.0444 0.085
H -5.5836 1.6027 11.2436 -0.0002 0.0089 0.0019 0.072
C -10.1156 -4.5271 2.6786 -0.0534 0.0085 -0.0249 -0.014
C -9.6511 -4.2404 1.2687 -0.0141 0.0141 -0.0419 -0.556
O -10.4260 -3.8966 0.3916 -0.0026 0.0071 0.0240 0.029
N -8.3252 -4.3792 1.0085 -0.0434 0.0092 0.0603 0.013
C -7.2544 -4.7681 1.9024 0.0118 0.0364 -0.1498 -0.089
H -11.1891 -4.3712 2.7193 -0.0007 0.0104 -0.0431 0.081
H -9.8966 -5.5582 2.9582 0.0414 0.0214 0.0498 0.083
H -9.6328 -3.8572 3.3911 0.0300 -0.0531 0.0311 0.080
H -8.0793 -4.1776 0.0530 0.0379 -0.0269 0.0012 0.117
H -6.5081 -3.9751 1.9501 0.0597 -0.0539 0.0875 0.071
H -6.7642 -5.6664 1.5280 0.0545 -0.0091 0.0819 0.081
H -7.6327 -4.9614 2.9016 -0.0725 0.0103 -0.0181 0.070
C 2.9789 -4.1472 2.0000 0.0495 0.0703 0.0151 -0.020
C 4.4695 -4.1953 1.7528 -0.0210 -0.1156 0.0060 -0.560
O 4.9144 -4.0513 0.6205 -0.0031 0.2758 -0.0457 0.015
N 5.2899 -4.3726 2.8125 -0.0432 0.0937 -0.0764 0.018
C 4.9330 -4.5495 4.2086 0.1768 -0.0323 -0.0585 -0.063
H 2.5065 -4.0009 1.0353 -0.0464 -0.0735 0.0172 0.052
H 2.5956 -5.0613 2.4533 0.0668 0.0196 0.0732 0.090
H 2.7404 -3.3009 2.6507 -0.0847 -0.0740 0.0715 0.082
H 6.2687 -4.3855 2.5673 0.0098 -0.0411 0.0135 0.148
H 5.3768 -3.7595 4.8152 -0.0547 0.0032 0.0306 0.087
H 5.2992 -5.5093 4.5732 -0.0603 -0.0101 0.0305 0.089
H 3.8556 -4.5205 4.3338 -0.0092 -0.0010 -0.0123 0.072
C 5.7538 1.6186 -9.5310 -0.0067 0.0189 0.0689 -0.009
C 4.7286 2.7287 -9.5270 0.0405 0.0402 0.0019 -0.551
O 4.4901 3.3796 -8.5201 -0.0151 0.0015 -0.0108 0.013
N 4.0743 2.9828 -10.6882 0.0261 -0.0639 0.0169 0.008
C 4.2263 2.3200 -11.9692 -0.1321 0.1758 0.0538 -0.074
H 6.1804 1.5452 -8.5351 -0.0260 0.0306 0.0133 0.083
H 5.2936 0.6641 -9.7893 0.0423 -0.0060 -0.0568 0.086
H 6.5525 1.8296 -10.2427 -0.0135 -0.0563 -0.0340 0.086
H 3.4067 3.7347 -10.6183 0.0078 0.0082 -0.0119 0.139
H 4.5368 3.0353 -12.7321 0.0463 -0.0513 -0.0318 0.085
H 3.2805 1.8746 -12.2811 0.0358 -0.0599 -0.0283 0.084
H 4.9734 1.5363 -11.9060 0.0068 -0.0044 0.0046 0.071
C 3.3223 6.6280 -1.9077 -0.0451 -0.0389 0.0545 -0.007
C 3.5365 5.1693 -2.2291 0.0676 -0.1026 -0.0891 -0.543
O 2.9096 4.2810 -1.6620 -0.0553 0.0144 0.1291 -0.004
N 4.4503 4.8601 -3.1789 -0.0395 0.0552 0.0233 0.018
C 5.2807 5.7593 -3.9604 -0.0125 -0.2066 -0.0269 -0.062
H 2.5634 6.6993 -1.1349 -0.0025 -0.0414 0.0012 0.082
H 4.2427 7.0841 -1.5425 0.0015 0.0444 -0.0549 0.087
H 2.9828 7.1734 -2.7885 0.0581 0.0388 0.0001 0.087
H 4.5433 3.8686 -3.3440 0.0125 0.0010 -0.0161 0.130
H 5.0773 5.6319 -5.0242 0.0099 0.0609 -0.0115 0.087
H 6.3356 5.5465 -3.7846 0.0154 0.0684 0.0003 0.087
H 5.0846 6.7910 -3.6891 -0.0071 0.0056 0.0088 0.073
```
Forces are in eV/Å.

Output
Charge: +1
Lowest unoccupied orbital energy (eV): -2.560
Relative energy (zero: lowest compared OMol25 entry of this formula, charge and spin) (kcal/mol): 0.0
Energy (eV): -80694.3380
Kohn-Sham gap (eV): 7.8